Here is a structure of composition C28H70F6Li3N3O26S6 at a distorted geometry from OMol25. Energies are from ωB97M-V/def2-TZVPD.

LUMO energy = -1.097 eV
HOMO energy = -0.3462 Eh

Atoms and positions in Å:
1 Li -11.981737 7.200764 2.225983
2 Li -12.625567 7.407398 -0.851544
3 Li -11.752532 4.940775 -2.811153
4 N -12.772444 6.637290 -2.680087
5 S -12.679077 8.010270 -3.633140
6 O -13.630411 9.124292 -3.527906
7 O -12.127402 7.733810 -4.990262
8 F -11.379504 8.591677 -2.815919
9 S -14.189641 6.389155 -3.237596
10 O -14.281864 5.765694 -4.579147
11 O -15.257996 7.080005 -2.629374
12 F -14.389251 5.042054 -2.314228
13 N -13.927978 8.108471 2.046711
14 S -14.137549 9.388765 0.911526
15 O -15.443859 9.947708 0.796681
16 O -13.332604 9.250141 -0.295505
17 F -13.483432 10.602706 1.717530
18 S -14.972909 7.215250 1.422723
19 O -14.550221 6.677114 0.131236
20 O -16.338850 7.552881 1.745005
21 F -14.696773 5.833255 2.225557
22 N -11.055296 7.133078 0.579409
23 S -10.345943 5.606114 0.227446
24 O -9.049214 5.292086 0.694699
25 O -10.782455 5.098601 -1.106820
26 F -11.242321 4.783533 1.216419
27 S -9.776343 7.989354 0.248541
28 O -8.933229 7.659029 -0.883085
29 O -9.164652 8.414988 1.495629
30 F -10.595173 9.325412 -0.223789
31 C -5.515529 14.389379 4.786589
32 O -6.162753 13.175360 4.827431
33 C -6.019230 12.389116 3.611294
34 C -7.072211 11.275218 3.486986
35 O -7.107363 10.457704 4.562302
36 C -7.599503 9.129381 4.336162
37 H -5.458111 14.959820 3.859555
38 H -4.506136 14.320156 5.192092
39 H -5.912198 15.047190 5.559918
40 H -5.016982 11.970739 3.518758
41 H -6.240194 13.036504 2.762672
42 H -6.852393 10.745934 2.559815
43 H -8.041514 11.701086 3.227759
44 H -6.803573 8.555582 3.861448
45 H -8.475905 9.001318 3.700837
46 H -7.846567 8.695290 5.304984
47 C -13.041329 2.658560 -4.488570
48 O -11.960862 3.388857 -3.999834
49 C -10.758111 3.355484 -4.835362
50 C -9.528011 4.134002 -4.283383
51 O -9.814993 5.479856 -4.123267
52 C -8.605179 6.136940 -3.642938
53 H -12.746866 1.623476 -4.315348
54 H -13.244723 2.920769 -5.526826
55 H -13.925281 2.750280 -3.857456
56 H -11.001753 3.847441 -5.777017
57 H -10.538561 2.337050 -5.155799
58 H -8.700772 4.066925 -4.989995
59 H -9.103398 3.821661 -3.329313
60 H -7.654664 5.649522 -3.859849
61 H -8.640433 5.982011 -2.564580
62 H -8.645039 7.219948 -3.759556
63 C -11.244113 12.311316 -2.614466
64 O -10.069677 12.187257 -1.855483
65 C -10.232844 12.626197 -0.454749
66 C -10.349469 14.097350 -0.186032
67 O -9.272834 14.860092 -0.829912
68 C -9.446761 16.261586 -0.659026
69 H -12.081378 11.647609 -2.398632
70 H -10.987481 12.012390 -3.630778
71 H -11.601195 13.328830 -2.773456
72 H -9.352979 12.314534 0.108110
73 H -11.085329 12.101550 -0.023332
74 H -10.424522 14.238564 0.892173
75 H -11.281543 14.523773 -0.556860
76 H -10.298615 16.813098 -1.056887
77 H -8.629345 16.751621 -1.187986
78 H -9.327048 16.449143 0.408018
79 C -1.424081 4.865708 4.248108
80 O -2.783967 5.095070 3.923402
81 C -3.561906 5.846358 4.870098
82 C -5.071211 5.769804 4.631140
83 O -5.233471 5.736061 3.211648
84 C -6.658980 5.559395 2.906160
85 H -1.302751 3.892044 4.722832
86 H -1.056692 5.641668 4.919682
87 H -0.747712 4.833064 3.393965
88 H -3.448901 6.901608 4.621549
89 H -3.281597 5.560809 5.883992
90 H -5.573741 6.646355 5.040043
91 H -5.544734 4.904387 5.094747
92 H -6.784723 5.702950 1.832993
93 H -7.299318 6.240030 3.467220
94 H -6.968960 4.519567 3.009887
95 C -5.829915 6.922373 -1.856284
96 O -4.494273 7.270550 -1.500567
97 C -3.560497 7.294469 -2.647989
98 C -2.079054 7.669214 -2.258096
99 O -1.675298 6.563651 -1.438816
100 C -0.260953 6.395679 -1.569838
101 H -6.483422 7.308999 -1.074270
102 H -5.954427 5.850432 -2.009729
103 H -6.032144 7.461389 -2.781841
104 H -3.939435 7.934537 -3.444749
105 H -3.634014 6.261692 -2.988672
106 H -1.944693 8.597034 -1.702041
107 H -1.569160 7.784200 -3.214591
108 H 0.316529 7.315556 -1.661683
109 H -0.012891 5.799677 -2.448100
110 H 0.067071 5.877813 -0.668551
111 C -13.633715 2.935468 -0.649554
112 O -12.462187 2.930165 -1.459893
113 C -11.487780 1.931178 -1.474086
114 C -11.754049 0.523586 -1.852135
115 O -10.519642 -0.037917 -2.365595
116 C -10.711095 -1.164230 -3.217446
117 H -13.461398 2.221064 0.155455
118 H -14.427436 2.687344 -1.354215
119 H -13.855366 3.856880 -0.111053
120 H -11.027713 1.976316 -0.486971
121 H -10.548224 2.253511 -1.922912
122 H -12.697654 0.442335 -2.391686
123 H -12.083954 -0.007258 -0.959121
124 H -9.737178 -1.433753 -3.626036
125 H -11.312523 -0.841717 -4.067375
126 H -11.238299 -1.986840 -2.734262
127 C -7.669558 2.428668 -1.300867
128 O -7.080810 2.239655 -2.577498
129 C -7.198436 0.883545 -3.222828
130 C -6.665466 0.928080 -4.730373
131 O -5.280218 1.259067 -4.930350
132 C -4.823940 2.574617 -4.553821
133 H -7.845070 3.465501 -1.014013
134 H -7.049192 2.186412 -0.437997
135 H -8.525853 1.809732 -1.032935
136 H -8.192082 0.471126 -3.047662
137 H -6.542845 0.244316 -2.631480
138 H -7.124419 1.775178 -5.240173
139 H -6.846973 0.048962 -5.348674
140 H -5.129622 3.417496 -5.173678
141 H -3.754003 2.781305 -4.529375
142 H -4.947295 2.818578 -3.498661

Cartesian forces (eV/Å) of the 2 atoms listed first:
-0.7 0.3 0.6
-0.7 0.4 0.4

---

Here is a cluster of 8 separate species, C28H71O22PS7 in total at a distorted geometry from OMol25. Energies are from ωB97M-V/def2-TZVPD.

LUMO energy = 0.342 eV
Energy above the lowest of the compared OMol25 structures with the same formula, charge and spin = 0.00 kJ/mol
HOMO energy = -0.2995 Eh

Atoms and positions in Å:
1 C -1.512007 4.031221 -0.078519
2 C -1.680280 2.860664 -0.712034
3 C -1.593756 2.652150 -2.201773
4 P 0.190591 2.858159 -2.677538
5 C 0.918058 1.225920 -2.179003
6 O 1.929596 1.497288 -1.235959
7 C 2.366613 0.378222 -0.476073
8 C 2.426819 -0.968631 -1.188227
9 C 1.179436 -1.845884 -0.959906
10 H -1.581558 4.990952 -0.570742
11 H -1.294443 4.017492 0.979908
12 H -1.915555 1.996620 -0.104027
13 H -2.218665 3.337314 -2.766227
14 H -1.879417 1.619733 -2.387423
15 H 0.186369 2.885105 -4.092800
16 H 0.123589 0.592043 -1.786689
17 H 1.342292 0.773230 -3.075877
18 H 3.380504 0.627528 -0.169535
19 H 1.802750 0.279324 0.455129
20 H 2.681125 -0.895680 -2.240584
21 H 3.245545 -1.509507 -0.721369
22 H 1.360995 -2.559031 -0.162744
23 H 0.950202 -2.421248 -1.854027
24 H 0.299798 -1.259357 -0.711003
25 O -1.430302 5.119308 3.846296
26 S -1.481065 6.537646 4.032526
27 O -1.834356 7.396863 2.947034
28 O -0.104145 7.020495 4.657594
29 C 1.111621 6.648227 3.968425
30 C 1.352424 7.473971 2.721082
31 C -2.500678 6.915683 5.416037
32 H 1.092195 5.580945 3.743830
33 H 1.908611 6.815595 4.689682
34 H 0.605235 7.266789 1.956610
35 H 2.334438 7.244438 2.307904
36 H 1.302210 8.538283 2.950298
37 H -2.209582 6.284484 6.250873
38 H -3.527049 6.710148 5.120565
39 H -2.382831 7.967875 5.659317
40 O -6.744861 2.416689 -3.619591
41 S -5.938603 2.242162 -2.449861
42 O -4.860394 1.302941 -2.436559
43 O -6.881782 1.970816 -1.200790
44 C -7.819394 0.876331 -1.277529
45 C -7.132629 -0.463157 -1.098483
46 C -5.328396 3.804673 -1.917499
47 H -8.374993 0.925119 -2.215432
48 H -8.529311 1.048455 -0.471124
49 H -6.470312 -0.680814 -1.934977
50 H -7.868201 -1.264674 -1.030933
51 H -6.524405 -0.464025 -0.194519
52 H -6.150588 4.514185 -1.894469
53 H -4.576704 4.115672 -2.639164
54 H -4.878829 3.689325 -0.934387
55 O -0.567019 -3.435022 2.961374
56 S -1.667785 -2.633592 3.404148
57 O -2.985300 -2.891026 2.913455
58 O -1.313472 -1.100304 3.171216
59 C -0.897951 -0.688001 1.853294
60 C -2.051666 -0.597907 0.875059
61 C -1.702855 -2.569131 5.159542
62 H -0.116623 -1.356743 1.487791
63 H -0.446003 0.293053 1.992959
64 H -2.470550 -1.580200 0.662179
65 H -1.713718 -0.167109 -0.068173
66 H -2.854570 0.019450 1.279315
67 H -0.706408 -2.338088 5.524595
68 H -2.021598 -3.545789 5.516087
69 H -2.415870 -1.807971 5.465599
70 O -2.702621 -0.270834 7.899677
71 S -3.820325 0.542359 8.271297
72 O -5.120304 0.255463 7.753644
73 O -3.457183 2.060678 7.976333
74 C -2.994935 2.393981 6.646933
75 C -4.116193 2.435146 5.628626
76 C -3.912400 0.667355 10.023247
77 H -2.209182 1.698750 6.348249
78 H -2.539661 3.377423 6.743875
79 H -4.538554 1.445464 5.461418
80 H -3.738681 2.809771 4.676890
81 H -4.923015 3.082532 5.972296
82 H -2.928740 0.916030 10.411045
83 H -4.235489 -0.302268 10.394832
84 H -4.641438 1.430767 10.279883
85 O -2.965790 -2.005105 -2.523954
86 S -3.677546 -3.058296 -3.178848
87 O -4.744620 -3.750457 -2.527104
88 O -2.621475 -4.116512 -3.722901
89 C -1.680701 -4.662907 -2.772175
90 C -2.304472 -5.700024 -1.860260
91 C -4.248151 -2.482538 -4.740248
92 H -1.225712 -3.851853 -2.200796
93 H -0.897349 -5.116178 -3.376541
94 H -3.040629 -5.252529 -1.194343
95 H -1.533679 -6.168896 -1.248544
96 H -2.812339 -6.467570 -2.444221
97 H -3.430548 -1.982730 -5.251438
98 H -5.058319 -1.783541 -4.544191
99 H -4.611321 -3.330818 -5.314002
100 O 7.799977 -0.441254 -0.116855
101 S 7.062795 -1.433070 -0.838078
102 O 5.865851 -1.998472 -0.292111
103 O 8.049739 -2.605779 -1.256472
104 C 8.830347 -3.231348 -0.217592
105 C 8.013860 -4.185479 0.631076
106 C 6.714526 -0.845147 -2.457225
107 H 9.310767 -2.464302 0.391924
108 H 9.615999 -3.773249 -0.739947
109 H 7.266441 -3.654356 1.218592
110 H 8.666795 -4.725254 1.317308
111 H 7.488061 -4.903027 0.001681
112 H 7.626097 -0.447438 -2.893004
113 H 5.965455 -0.061789 -2.359327
114 H 6.325568 -1.665571 -3.054241
115 O 8.298571 -4.646018 -5.742297
116 S 7.921556 -3.441682 -6.414014
117 O 7.426728 -2.326395 -5.667411
118 O 6.888341 -3.798542 -7.566838
119 C 5.716880 -4.562838 -7.206841
120 C 4.672634 -3.729888 -6.490792
121 C 9.234408 -2.899685 -7.451198
122 H 6.013614 -5.429064 -6.613883
123 H 5.319197 -4.932997 -8.149304
124 H 5.023976 -3.409189 -5.511184
125 H 3.762671 -4.313618 -6.351839
126 H 4.436483 -2.834284 -7.065052
127 H 9.586612 -3.741277 -8.040484
128 H 10.023981 -2.532610 -6.799619
129 H 8.868904 -2.098742 -8.087803

Cartesian forces (eV/Å) of the 2 atoms listed first:
-0.2 -0.9 -0.2
-0.2 1.1 0.2

---

Here is a cluster of 13 separate species, C28H72BO32 in total at a distorted geometry from OMol25. Energies are from ωB97M-V/def2-TZVPD.

LUMO energy = 1.457 eV
Charge = -1
Energy above the lowest of the compared OMol25 structures with the same formula, charge and spin = 396.02 kJ/mol
HOMO energy = -0.2779 Eh

Atoms and positions in Å:
1 O -2.656352 -0.649433 -1.031740
2 C -1.736620 -0.103998 -0.414120
3 O -0.466648 -0.264669 -0.646606
4 B 0.343093 0.506936 0.207747
5 O -0.643198 1.154137 1.058856
6 C -1.828529 0.743622 0.733730
7 O -2.833483 1.146848 1.268821
8 O 1.164472 1.545604 -0.433648
9 C 2.429909 1.340442 -0.191058
10 O 3.365017 1.978094 -0.661767
11 C 2.564785 0.041596 0.642611
12 O 1.323584 -0.320709 0.931285
13 O 3.590363 -0.514925 1.049926
14 C 5.330455 4.703447 -1.346850
15 C 6.183977 3.837170 -0.493178
16 O 6.867890 2.877831 -1.276946
17 O 4.346076 4.038147 -2.167555
18 H 5.937483 5.459593 -1.844724
19 H 4.697480 5.149890 -0.579961
20 H 5.623459 3.463679 0.363810
21 H 6.899415 4.405678 0.101002
22 H 7.306047 2.349680 -0.605623
23 H 3.911722 3.311498 -1.714878
24 C 2.619999 -2.228016 -2.375521
25 C 3.919503 -2.466036 -1.676530
26 O 4.956522 -2.937073 -2.644138
27 O 2.222236 -3.481143 -2.905088
28 H 2.659911 -1.555127 -3.232097
29 H 1.972344 -1.775302 -1.624734
30 H 3.932223 -3.138201 -0.818550
31 H 4.286124 -1.515652 -1.288633
32 H 5.655788 -2.321367 -2.412779
33 H 2.880486 -3.661543 -3.580191
34 C -0.522713 4.532468 -0.325263
35 C -1.926335 5.013379 -0.183464
36 O -2.373675 5.525048 -1.397699
37 O 0.253935 5.575940 -0.917446
38 H -0.521580 3.692771 -1.020263
39 H -0.085877 4.199521 0.616234
40 H -1.814241 5.696957 0.658107
41 H -2.468434 4.165265 0.234785
42 H -3.329264 5.477746 -1.318863
43 H 1.079991 5.454648 -0.443625
44 C 0.301254 -1.240818 4.205678
45 C 0.612988 -2.279636 3.179227
46 O -0.355034 -2.199429 2.110408
47 O -0.790163 -1.752622 4.993454
48 H 0.175230 -0.221091 3.841859
49 H 1.174513 -1.113336 4.845438
50 H 0.675631 -3.219372 3.727932
51 H 1.592257 -2.012789 2.781829
52 H -0.117671 -1.418794 1.604592
53 H -0.769135 -1.372308 5.874665
54 C -1.204347 1.371447 -4.143921
55 C -2.165315 1.202980 -5.378081
56 O -2.165729 2.321340 -6.267165
57 O -1.355121 2.625602 -3.439442
58 H -0.162574 1.258769 -4.444122
59 H -1.454645 0.585034 -3.431867
60 H -3.073765 0.982355 -4.817601
61 H -1.924703 0.302425 -5.943064
62 H -1.367947 2.775850 -6.547485
63 H -2.224255 2.668327 -3.034010
64 C -3.935008 -2.984631 -3.674000
65 C -4.778937 -1.970398 -4.249207
66 O -5.963227 -2.469110 -4.839818
67 O -3.173451 -3.604776 -4.711565
68 H -4.413279 -3.757022 -3.071689
69 H -3.222024 -2.533159 -2.984121
70 H -4.298460 -1.324640 -4.984219
71 H -5.073281 -1.334434 -3.414326
72 H -5.777837 -2.625629 -5.768644
73 H -2.958488 -4.519489 -4.514880
74 C -1.696219 -3.964205 -0.510192
75 C -0.201445 -3.955215 -0.858563
76 O 0.369189 -5.239810 -1.014190
77 O -2.393090 -4.607532 -1.551011
78 H -2.034810 -2.953916 -0.280496
79 H -1.779818 -4.464868 0.454406
80 H 0.293600 -3.502353 0.000472
81 H -0.002502 -3.223890 -1.641950
82 H 1.208877 -4.955992 -1.382939
83 H -1.899923 -5.431162 -1.546272
84 C -6.959465 -2.344117 -1.208220
85 C -5.705703 -2.076952 -0.422028
86 O -5.376924 -0.691170 -0.190727
87 O -7.943811 -2.305536 -0.111753
88 H -6.788007 -3.341637 -1.612776
89 H -7.294973 -1.660700 -1.988280
90 H -4.723523 -2.345100 -0.811292
91 H -5.899175 -2.479278 0.572356
92 H -4.425449 -0.625539 -0.300197
93 H -8.860255 -2.138091 -0.343450
94 C 8.111148 0.029220 2.921103
95 C 7.019620 0.345983 1.920421
96 O 7.652353 0.737203 0.791447
97 O 8.683214 -1.215411 2.727952
98 H 7.737022 -0.138967 3.930973
99 H 8.811072 0.864761 2.912468
100 H 6.546770 1.277110 2.232705
101 H 6.249188 -0.419973 1.831928
102 H 8.532279 0.355864 0.747847
103 H 8.040037 -1.913569 2.871145
104 C 5.286113 -2.721333 3.519889
105 C 4.886191 -2.053717 4.835452
106 O 5.174858 -2.927059 5.906636
107 O 6.694234 -2.984051 3.478770
108 H 5.074471 -2.019111 2.713543
109 H 4.607867 -3.559622 3.360615
110 H 3.814594 -1.928777 4.990872
111 H 5.341020 -1.065770 4.907549
112 H 4.499633 -3.608714 5.938656
113 H 6.824993 -3.717008 4.084794
114 C -2.187405 2.082086 4.813063
115 C -2.850938 3.352519 5.174572
116 O -3.499007 3.397536 6.398563
117 O -3.193171 1.004589 4.971323
118 H -1.315296 1.934701 5.450098
119 H -1.857687 2.022296 3.775851
120 H -3.443738 3.785186 4.368662
121 H -2.091563 4.129319 5.264180
122 H -4.181542 2.725773 6.331630
123 H -3.197129 0.370558 4.250497
124 C -6.443975 2.389080 -1.479945
125 C -4.850268 2.115648 -1.599687
126 O -4.318197 2.937599 -2.666659
127 O -6.976151 1.481392 -0.502003
128 H -6.908434 2.249661 -2.456134
129 H -6.678642 3.433668 -1.275327
130 H -4.738841 1.044341 -1.767015
131 H -4.379379 2.463104 -0.680102
132 H -4.778754 2.811239 -3.499435
133 H -6.507953 0.644631 -0.549023

Cartesian forces (eV/Å) of the 2 atoms listed first:
1.7 1.2 1.1
-1.9 -3.2 -3.0

---

Question: What is the formula in the third record?
Answer: C28H72BO32

---

Question: What is the formula in the second record?
Answer: C28H71O22PS7

---

Question: The highest HOMO energy belongs to which entry?
Answer: C28H72BO32

---

Question: What is the HOMO energy in the first record?
Answer: -0.3462 Eh